17
Properties=species:S:1:pos:R:3:forces:R:3 method="wB97M-V/def2-TZVPD" de_lowest_kj_mol=458.8 total_charge=+1 homo_lumo_gap_ev=10.7 smiles="C[C@@H]1N(F)C=N[N@H+]1C"
C 0.446 1.632 -0.732 -4.271 1.269 -1.649
C -0.155 0.310 -0.525 0.307 -1.978 -2.215
N -1.546 0.245 -0.098 0.586 -0.067 -0.236
F -2.476 1.003 -0.680 -0.347 0.577 -0.242
C -1.687 -0.338 1.093 2.601 0.318 -0.811
N -0.512 -0.813 1.466 -4.083 -1.463 4.258
N 0.475 -0.472 0.622 1.558 3.447 -1.640
C 1.285 -1.541 0.138 0.183 -2.931 -3.234
H 0.058 2.161 0.078 0.282 1.552 1.771
H -0.138 2.162 -1.579 1.411 -1.011 0.849
H 1.467 1.646 -0.838 2.341 0.057 -0.374
H -0.021 -0.336 -1.429 -0.260 0.398 0.640
H -2.669 -0.266 1.555 0.435 -0.727 0.476
H 1.201 0.087 1.098 -0.855 0.707 0.345
H 0.503 -2.288 -0.108 0.971 -0.326 0.205
H 1.726 -1.269 -0.898 -0.315 -0.173 2.008
H 2.043 -1.922 0.838 -0.544 0.351 -0.150

***

17
Properties=species:S:1:pos:R:3:forces:R:3 method="wB97M-V/def2-TZVPD" de_lowest_kj_mol=197.2 total_charge=+1 homo_lumo_gap_ev=8.4
C -0.468 0.531 -0.988 1.892 -1.658 -1.267
C 1.191 -0.069 0.571 3.246 -5.240 0.301
C -1.185 -0.381 0.036 -0.665 2.820 -1.837
C -0.132 -0.444 1.112 -3.523 2.168 2.672
N 0.974 -0.063 -0.920 -2.177 4.187 4.016
O -1.329 -1.557 -0.644 -0.994 -2.897 -0.394
F -0.350 -1.478 1.933 1.048 0.425 -0.336
S -0.702 1.552 2.402 0.895 -2.933 -1.178
H -0.659 0.362 -2.036 -1.228 -0.087 -0.144
H -0.247 1.558 -0.885 -0.736 1.297 0.976
H 1.514 0.788 1.109 0.575 1.308 -0.799
H 2.033 -0.926 0.766 -2.075 1.958 -0.163
H -2.125 0.178 0.152 0.072 -0.670 1.192
H 0.893 -0.897 -1.349 0.421 -4.013 -1.547
H 1.525 0.590 -1.372 1.986 1.141 -1.374
H -2.061 -2.205 -0.383 1.457 1.718 -0.037
H -0.265 0.752 3.409 -0.194 0.476 -0.082

***

14
Properties=species:S:1:pos:R:3:forces:R:3 method="wB97M-V/def2-TZVPD" de_lowest_kj_mol=72.6 homo_lumo_gap_ev=9.9 smiles="C=C(C)C.I"
C 1.131 -0.044 0.267 0.108 -0.043 0.015
C 0.021 0.593 -0.066 -0.086 0.111 -0.197
C -1.239 0.493 0.735 0.116 -0.085 0.058
C -0.063 1.480 -1.276 0.123 -0.142 0.085
H 1.180 -0.660 1.147 -0.016 -0.164 0.242
H 2.032 0.026 -0.322 0.099 0.052 -0.147
H -2.021 0.019 0.142 -0.116 0.001 -0.043
H -1.592 1.485 1.012 -0.099 0.092 0.053
H -1.087 -0.094 1.636 -0.026 -0.035 0.109
H -0.993 1.307 -1.814 -0.067 0.024 -0.090
H -0.045 2.524 -0.967 -0.074 0.146 -0.025
H 0.773 1.308 -1.949 0.048 0.036 -0.063
I 0.260 -4.134 1.090 -0.682 0.076 0.357
H 1.643 -4.303 0.366 0.670 -0.068 -0.355

***

15
Properties=species:S:1:pos:R:3:forces:R:3 method="wB97M-V/def2-TZVPD" de_lowest_kj_mol=175.3 total_charge=+1 homo_lumo_gap_ev=9.8 smiles="C=C[C@H]([NH3+])CI"
C 1.821 -0.578 -0.879 -2.197 0.265 -2.235
C 0.960 -0.389 0.122 -0.066 -1.512 -1.505
C -0.465 -0.003 -0.171 0.210 -2.611 1.665
N -0.503 1.376 0.356 -4.044 3.543 1.610
C -1.580 -0.979 0.421 -0.729 -0.475 0.466
I -3.546 -0.169 -0.179 0.791 -0.357 0.043
H 2.798 -0.921 -0.737 1.351 -0.366 0.330
H 1.491 -0.508 -2.019 0.688 0.198 2.631
H 1.161 -0.722 1.129 0.335 0.388 0.294
H -0.749 -0.114 -1.210 0.567 1.188 -0.423
H 0.021 2.083 -0.148 0.169 -0.260 -1.213
H -0.177 1.681 1.321 -0.262 -1.917 -0.713
H -1.557 1.745 0.378 2.112 -0.873 -0.358
H -1.510 -2.093 0.195 0.293 1.733 -1.000
H -1.786 -1.130 1.480 0.783 1.056 0.410

***

18
Properties=species:S:1:pos:R:3:forces:R:3 method="wB97M-V/def2-TZVPD" multiplicity=3 de_lowest_kj_mol=253.6 total_charge=+2 s_squared=2.01 homo_lumo_gap_ev="6.3 / 6.6"
C 2.286 -0.624 -0.580 -1.964 -0.117 -2.384
C 3.962 0.704 0.567 2.688 1.167 2.335
C 1.290 -1.092 -1.315 1.269 -2.176 3.505
C -1.460 0.435 0.682 -1.560 0.091 1.540
N 3.146 0.057 -0.094 -0.075 -0.313 0.360
N -2.351 -0.197 -0.032 1.278 -0.499 -0.061
N -1.768 1.535 1.398 -0.812 -0.796 -2.267
N -1.982 -1.305 -0.817 1.770 1.138 0.468
I -4.275 0.772 -0.525 -2.783 1.116 -0.761
H 4.306 0.448 1.625 -0.731 -0.239 -1.498
H 4.504 1.573 0.159 -0.720 -0.222 -0.185
H 0.923 -0.553 -2.136 -0.294 0.374 -1.245
H 0.882 -2.076 -0.911 0.130 1.453 -0.979
H -0.570 -0.111 0.806 1.510 -0.122 0.383
H -1.367 1.794 2.272 0.601 0.136 0.275
H -2.640 1.991 1.083 0.771 -0.133 0.909
H -2.474 -1.218 -1.657 -0.456 0.762 -2.201
H -2.413 -2.133 -0.525 -0.621 -1.622 1.805

***

16
Properties=species:S:1:pos:R:3:forces:R:3 method="wB97M-V/def2-TZVPD" de_lowest_kj_mol=40.8 total_charge=+1 homo_lumo_gap_ev=10.4 smiles="CC(C)([NH3+])C(=O)I"
C -0.813 0.726 -1.026 1.526 0.114 -0.444
C 0.003 -0.063 -0.036 1.651 1.263 2.284
C 1.032 -1.091 -0.439 1.062 2.764 -4.463
N -0.986 -0.715 0.943 1.883 -0.521 1.352
C 0.732 1.159 0.866 -0.862 -1.963 -0.917
O 0.349 1.372 1.966 -0.236 -0.079 0.496
I 2.197 2.236 -0.116 0.313 0.290 -0.146
H -1.569 0.091 -1.330 -1.848 -1.205 -1.138
H -0.190 0.935 -1.898 -0.227 0.328 0.119
H -1.267 1.627 -0.611 0.259 0.038 0.044
H 1.680 -1.497 0.253 0.978 -0.488 2.207
H 1.810 -0.554 -1.234 -2.180 -1.417 1.898
H 0.577 -1.903 -0.960 -0.416 -0.604 -0.636
H -0.960 -1.796 1.078 -0.165 2.502 -0.526
H -1.865 -0.317 0.713 -1.572 -0.386 -0.187
H -0.730 -0.210 1.831 -0.166 -0.638 0.060

***

15
Properties=species:S:1:pos:R:3:forces:R:3 method="wB97M-V/def2-TZVPD" de_lowest_kj_mol=294.9 homo_lumo_gap_ev="7.9 / 7.9"
C 0.143 -0.906 1.283 1.136 -5.098 -1.992
C 1.593 0.457 -0.384 -1.022 -0.002 0.028
C -1.470 1.249 -0.470 1.667 0.631 1.287
C 0.396 -0.362 -0.025 -1.554 1.517 -4.625
O 0.107 -1.115 -1.190 -0.910 -0.387 2.864
I -3.299 0.094 -0.009 1.039 0.855 0.032
H -0.836 -1.343 1.382 -0.582 0.145 0.158
H 0.378 -0.225 1.976 0.707 2.362 2.904
H 0.891 -1.874 1.375 -1.505 2.277 -0.045
H 1.653 0.445 -1.462 0.029 0.345 -0.239
H 1.494 1.452 -0.003 0.130 0.609 0.177
H 2.483 0.015 -0.014 1.013 -0.523 0.600
H -1.260 2.331 0.028 -1.125 -2.723 -0.707
H -1.561 1.393 -1.554 0.327 -0.244 0.270
H -0.710 -1.609 -0.932 0.652 0.236 -0.714

***

18
Properties=species:S:1:pos:R:3:forces:R:3 method="wB97M-V/def2-TZVPD" total_charge=-1 homo_lumo_gap_ev=7.7
C 1.345 0.188 0.566 -0.243 0.101 -0.099
C 0.051 2.049 -0.516 -0.032 -0.363 0.100
C -1.126 0.399 0.957 0.244 0.051 -0.114
C 0.000 0.567 -0.084 0.159 0.550 0.644
O -0.689 -2.822 0.613 -0.449 0.360 0.160
O 1.301 -3.015 -1.015 0.334 0.310 -0.472
O -0.224 -0.168 -1.214 -0.044 -3.138 -0.073
P -0.053 -2.573 -0.684 -0.123 1.650 -0.450
I -1.592 -3.142 -2.504 0.059 0.169 0.055
H 2.147 0.307 -0.162 0.047 -0.011 -0.051
H 1.555 0.806 1.439 0.062 0.030 0.128
H 1.311 -0.859 0.869 0.083 -0.002 0.104
H 0.845 2.188 -1.246 0.123 0.040 -0.084
H 0.226 2.693 0.344 0.036 0.162 0.089
H -0.895 2.318 -0.981 -0.097 0.047 -0.040
H -2.083 0.669 0.514 -0.085 0.062 -0.079
H -1.177 -0.637 1.276 -0.033 -0.111 0.056
H -0.942 1.029 1.829 -0.043 0.092 0.125